--- i ---
This record from OMol25 describes a 11-piece molecular cluster, C18H58N4O11 overall. The level of theory is ωB97M-V with the def2-TZVPD basis set.

Calculated values
**SMILES**: NC(N)=O.NC(N)=O.CCO.CCO.CCO.CCO.CCO.CCO.CCO.CO.CO
**Charge**: 0
**HOMO-LUMO gap**: 0.322 Ha
**Multiplicity**: 1

Each line ends with the Mulliken charge.
Positions of all 91 atoms, in Å:
C1 5.52798 -1.08545 -1.19066  -0.098
C2 5.77987 -2.61733 -1.45111  -0.626
O1 4.57349 -3.22378 -1.93319  -0.538
H1 5.18869 -0.55145 -2.09661  0.195
H2 6.40201 -0.65098 -0.75456  -0.017
H3 4.79098 -0.90826 -0.41068  -0.013
H4 6.13863 -3.09116 -0.55511  0.287
H5 6.52642 -2.72983 -2.20456  0.410
H6 4.74553 -3.85345 -2.63327  0.309
C3 11.53919 5.23020 1.92429  -1.429
C4 10.27823 4.57260 2.49659  0.353
O2 9.75498 3.63144 1.58988  -0.427
H7 12.21840 4.66035 1.28748  0.343
H8 12.20597 5.62997 2.70352  0.345
H9 11.21362 6.02858 1.27139  0.291
H10 9.47493 5.32675 2.66979  0.052
H11 10.41898 4.17305 3.45054  0.204
H12 9.05175 3.14276 2.00220  0.003
C5 2.25700 0.22837 2.38249  -0.312
C6 2.68914 -1.03205 3.17562  -0.505
O3 4.02500 -0.81394 3.59072  -0.383
H13 2.28924 1.18004 2.90430  0.300
H14 1.23834 0.07325 2.08436  0.503
H15 2.80230 0.40778 1.51225  -0.460
H16 2.45478 -1.96458 2.65611  0.381
H17 2.18101 -1.07873 4.09813  0.403
H18 4.28100 -1.55010 4.15423  0.211
C7 3.98282 3.41226 5.58700  -1.679
C8 4.24287 2.17177 4.75403  1.592
O4 3.80326 1.02491 5.43230  -0.641
H19 4.86127 3.50361 6.23466  0.315
H20 3.20083 3.24933 6.26593  0.523
H21 3.87460 4.27855 5.00555  0.318
H22 5.26567 2.11282 4.30310  -0.458
H23 3.65860 2.30275 3.80289  -0.397
H24 3.86826 0.38165 4.73445  0.383
C9 9.11665 -0.31335 0.68662  -0.771
C10 9.39719 0.06936 -0.67197  0.155
O5 10.75758 0.43093 -0.77818  -0.577
H25 9.44527 0.45278 1.37906  0.101
H26 9.67019 -1.16701 0.96607  0.535
H27 8.02722 -0.42142 0.82416  0.156
H28 8.65124 0.79103 -0.91826  -0.109
H29 9.15572 -0.74032 -1.32384  0.381
H30 10.80509 0.84267 -1.65688  0.332
C11 2.15845 1.24901 -2.56013  -1.180
C12 2.39183 1.43630 -1.10964  0.558
O6 2.74229 2.75995 -0.91002  -0.615
H31 3.02269 1.45012 -3.16649  0.219
H32 1.21361 1.79392 -2.88640  0.281
H33 1.82213 0.19944 -2.69487  0.365
H34 3.25831 0.94621 -0.65392  -0.470
H35 1.53649 1.27869 -0.52222  0.449
H36 3.61488 2.97481 -1.25284  0.539
C13 7.50250 3.99453 5.02212  -1.378
C14 6.83209 4.85835 3.93048  1.239
O7 7.01070 6.18213 4.31093  -0.658
H37 8.54295 4.19354 4.95355  0.355
H38 7.39843 2.94907 4.96122  0.232
H39 7.19629 4.37209 6.04658  0.306
H40 5.73669 4.71305 3.91905  0.123
H41 7.20078 4.60526 2.95147  -0.587
H42 6.44039 6.70000 3.77604  0.357
C15 5.89414 2.84879 -2.25864  0.262
O8 7.11606 2.38830 -1.79137  -0.695
N1 5.37678 2.39638 -3.35655  -0.287
N2 5.17884 3.72274 -1.63264  -0.369
H43 6.00678 1.73707 -3.83897  0.270
H44 4.52189 2.58218 -3.81582  0.262
H45 5.66013 4.11589 -0.80597  0.205
H46 4.52651 4.35025 -2.19156  0.366
C16 8.93407 0.68155 4.13547  0.406
O9 9.58495 1.92368 4.03009  -0.545
N3 7.69370 0.60922 3.73302  0.172
N4 9.39911 -0.38424 4.72407  -0.527
H47 7.32395 1.39165 3.14496  -0.505
H48 7.23783 -0.35545 3.61959  0.207
H49 10.39518 -0.22625 4.97166  0.330
H50 9.23350 -1.24042 4.28546  0.236
C17 5.59571 1.52337 1.30167  -0.089
O10 6.74426 2.33122 1.73221  0.863
H51 5.73402 0.50332 1.49335  0.478
H52 5.49092 1.59290 0.24384  -0.450
H53 4.65421 1.77816 1.79087  0.129
H54 6.65087 3.19107 1.28918  -0.590
C18 7.29915 5.22089 0.00451  -0.831
O11 6.21584 4.72366 0.81304  -0.610
H55 7.93887 4.36378 -0.30115  0.259
H56 7.88140 5.89460 0.62114  0.333
H57 7.11890 5.76691 -0.91732  0.457
H58 5.46868 5.30395 0.86236  0.187

---

--- ii ---
This record from OMol25 describes a 11-piece molecular cluster, C18H58N4O11 overall. The level of theory is ωB97M-V with the def2-TZVPD basis set.

Calculated values
**SMILES**: NC(N)=O.NC(N)=O.CCO.CCO.CCO.CCO.CCO.CCO.CCO.CO.CO
**Charge**: 0
**HOMO-LUMO gap**: 0.317 Ha
**Multiplicity**: 1

Each line ends with the Mulliken charge.
Positions of all 91 atoms, in Å:
C1 1.72599 0.09029 3.71763  -0.901
C2 1.69215 -1.49309 3.74024  0.236
O1 2.67161 -1.88096 2.90819  -0.530
H1 2.61121 0.47589 4.13592  0.476
H2 0.92526 0.31654 4.41435  0.486
H3 1.53816 0.50030 2.75660  -0.106
H4 0.75702 -1.76962 3.38389  -0.459
H5 1.72193 -1.92624 4.72665  0.545
H6 3.06711 -2.61085 3.36178  0.249
C3 -1.97166 3.95218 -0.01784  -1.118
C4 -1.89172 4.36821 -1.50460  0.013
O2 -0.96291 5.33453 -1.56119  -0.548
H7 -2.24542 2.94948 0.08143  0.292
H8 -2.68950 4.41963 0.61709  0.527
H9 -1.09868 4.01269 0.50795  0.290
H10 -2.82137 4.91218 -1.77130  0.420
H11 -1.58697 3.52927 -2.09031  -0.146
H12 -1.15851 5.82609 -2.41893  0.336
C5 0.47777 -1.37204 -4.72989  -1.596
C6 0.96364 -0.67762 -3.49451  1.714
O3 2.41864 -0.74132 -3.37418  -0.636
H13 0.37464 -0.48648 -5.34195  0.463
H14 -0.46022 -1.89680 -4.58752  0.166
H15 1.19662 -2.05402 -5.10954  0.395
H16 0.42437 -0.96426 -2.56694  -1.040
H17 0.66525 0.37755 -3.61981  -0.180
H18 2.75067 -0.10262 -3.97328  0.320
C7 -1.15994 -3.52573 1.97304  -0.325
C8 0.17029 -4.16787 1.62027  0.217
O4 0.04577 -5.54838 1.37269  -0.556
H19 -1.65923 -3.92244 2.85561  0.326
H20 -1.78261 -3.45019 1.12095  0.119
H21 -0.98175 -2.55304 2.36564  -0.353
H22 0.89364 -4.01824 2.43619  0.411
H23 0.66743 -3.62883 0.73279  -0.190
H24 0.68256 -6.05285 1.91814  0.357
C9 -3.04734 -0.25640 3.10037  -1.265
C10 -2.14775 0.93333 3.30414  0.129
O5 -2.47291 1.95285 2.37369  -0.523
H25 -2.95917 -0.65159 2.10743  0.122
H26 -4.08709 -0.13514 3.39904  0.443
H27 -2.63546 -0.92424 3.80996  0.384
H28 -1.14860 0.50085 3.17416  -0.179
H29 -2.29631 1.17587 4.32895  0.602
H30 -1.93520 2.71102 2.68277  0.232
C11 -0.19227 -4.72543 -1.92199  -1.131
C12 -1.22311 -3.65984 -2.17661  0.155
O6 -1.73058 -3.73505 -3.52237  -0.591
H31 -0.02370 -4.93614 -0.92829  0.121
H32 0.81252 -4.42551 -2.29797  0.243
H33 -0.46978 -5.70529 -2.22228  0.371
H34 -0.72052 -2.65008 -1.97458  -0.173
H35 -2.00692 -3.53510 -1.47984  0.681
H36 -2.64271 -3.57378 -3.36156  0.365
C13 -3.05639 -0.14726 -3.58259  -1.141
C14 -2.61797 0.67781 -2.34947  0.646
O7 -3.51078 0.54483 -1.25737  -0.547
H37 -4.04009 0.03352 -3.88365  0.426
H38 -2.96379 -1.21496 -3.57896  0.113
H39 -2.39569 0.11547 -4.47783  0.295
H40 -2.74617 1.70982 -2.78914  0.146
H41 -1.56034 0.52677 -2.18492  -0.226
H42 -3.26508 -0.23038 -0.77415  0.292
C15 2.30836 3.41930 2.58589  0.461
O8 3.09408 2.48934 2.01186  -0.593
N1 2.66076 4.18349 3.60684  -0.429
N2 1.10541 3.46150 2.17809  -0.113
H43 3.51366 4.11363 4.16929  0.251
H44 2.00954 4.78188 4.09596  0.142
H45 0.82970 2.71344 1.56995  -0.073
H46 0.27129 3.82415 2.62530  0.267
C16 3.24763 -0.04609 -0.11751  -0.124
O9 3.42904 1.18679 -0.65153  -0.766
N3 2.56094 -0.97718 -0.72659  0.088
N4 3.76330 -0.47549 0.97174  -0.255
H47 2.18774 -0.88262 -1.63989  0.224
H48 2.61453 -1.94552 -0.45158  0.171
H49 4.38424 0.14089 1.50065  0.397
H50 3.31574 -1.06461 1.69787  0.183
C17 1.36428 2.98934 -2.42482  -0.178
O10 2.46283 2.14208 -2.86244  -0.589
H51 1.56930 4.08768 -2.42601  0.296
H52 1.09644 2.72550 -1.47117  -0.276
H53 0.57085 2.75488 -3.06874  0.285
H54 2.90233 1.95509 -2.05730  0.570
C18 -0.30635 0.18430 0.45478  1.112
O11 0.56301 1.24847 0.56649  1.131
H55 -0.34228 -0.46131 -0.44817  -1.018
H56 -1.35442 0.49722 0.46898  -0.085
H57 -0.20058 -0.61917 1.21982  -0.420
H58 1.49058 0.97574 0.52006  -0.323

---

Which is most stable, and by how much? i, by 18.8 kcal/mol.

---

--- i ---
This record from OMol25 describes an isolated molecule of C7H10S. The level of theory is ωB97M-V with the def2-TZVPD basis set.

Calculated values
**SMILES**: C1=C\CSC/C=C\C/1
**Charge**: 0
**HOMO-LUMO gap**: 0.342 Ha
**Multiplicity**: 1

Each line ends with the Mulliken charge.
Positions of all 18 atoms, in Å:
C1 -2.03154 0.22740 -0.13947  -0.762
C2 -0.04025 -1.71704 0.53408  -0.647
C3 1.41924 -1.34334 0.23502  -0.340
C4 1.81974 -0.23539 -0.39150  -0.284
C5 0.95812 0.89194 -0.92037  -0.875
C6 0.15567 1.53804 0.16599  -0.084
C7 -1.14446 1.35562 0.39086  -0.378
H1 -2.71070 -0.00150 0.66889  0.433
H2 -2.63517 0.54969 -0.97853  0.345
H3 -0.28467 -1.38557 1.55454  0.336
H4 -0.02119 -2.82604 0.53281  0.371
H5 2.18854 -1.97201 0.69117  0.351
H6 2.85762 -0.10689 -0.49367  0.409
H7 0.26199 0.59311 -1.69633  0.316
H8 1.60202 1.60470 -1.41425  0.368
H9 0.67214 2.12223 0.93356  0.297
H10 -1.77588 2.03502 1.01415  0.305
S1 -1.29124 -1.32998 -0.68695  -0.161

---

--- ii ---
This record from OMol25 describes an isolated molecule of C7H10S. The level of theory is ωB97M-V with the def2-TZVPD basis set.

Calculated values
**SMILES**: C/C=C1/SC[C@H]2C[C@@H]12
**Charge**: 0
**HOMO-LUMO gap**: 0.324 Ha
**Multiplicity**: 1

Each line ends with the Mulliken charge.
Positions of all 18 atoms, in Å:
C1 2.94715 0.22366 -0.23031  -1.102
C2 1.82676 -0.66969 0.15938  -0.199
C3 0.56120 -0.36969 -0.03822  0.185
C4 -2.05934 -0.18754 -0.44600  -0.743
C5 -1.35128 1.17730 -0.37644  -0.182
C6 -0.61686 1.58910 0.88068  -0.691
C7 0.13142 0.99359 -0.27078  -0.269
H1 3.75241 0.29161 0.49486  0.325
H2 2.66467 1.25914 -0.49070  0.295
H3 3.42468 -0.12769 -1.17538  0.246
H4 2.13663 -1.64865 0.60850  0.288
H5 -2.94689 -0.12230 0.19886  0.352
H6 -2.29539 -0.49322 -1.39910  0.431
H7 -1.72133 2.00197 -0.99609  0.361
H8 -0.47692 2.66517 1.04495  0.278
H9 -0.70873 0.92680 1.73737  0.233
H10 0.81451 1.62811 -0.90470  0.376
S1 -0.82987 -1.43258 0.17572  -0.185

---

Which is most stable, and by how much? ii, by 4.4 kcal/mol.